Record 1
This record from the Open Molecules 2025 dataset describes a cluster of 2 separate species, C13H19N4O in total. The level of theory is the ωB97M-V functional and the def2-TZVPD basis.

As for the charge: +1. The electronic energy is -800.68599 Ha. The multiplicity is 1.

Last column: natural (NBO) charge in e.
CARTESIAN COORDINATES (ANGSTROEM)
C 0.080 2.194 2.870  -0.262
O -0.080 0.778 2.623  -0.474
C 0.992 0.010 2.536  0.469
C 0.873 -1.182 1.729  -0.191
C 1.996 -1.547 0.951  -0.177
C 1.840 -2.583 0.018  -0.191
C 0.588 -3.241 -0.122  -0.159
C -0.515 -2.824 0.657  -0.192
C -0.407 -1.769 1.578  -0.157
H -0.882 2.528 3.300  0.229
H 0.928 2.396 3.541  0.190
H 0.255 2.676 1.908  0.213
H 1.983 0.498 2.677  0.201
H 2.934 -0.978 1.024  0.228
H 2.670 -2.904 -0.607  0.235
H 0.472 -4.080 -0.836  0.242
H -1.474 -3.320 0.542  0.234
H -1.265 -1.343 2.093  0.239
N 0.278 -5.544 6.062  0.022
N 0.661 -4.540 5.661  0.238
N 0.890 -3.437 5.121  -0.407
C 2.231 -2.889 5.403  -0.240
C 2.430 -1.570 4.644  -0.077
C 3.402 -0.686 5.382  -0.422
C 2.721 0.698 5.498  -0.412
C 1.235 0.317 5.471  -0.241
N 1.142 -0.830 4.489  -0.534
H 2.369 -2.719 6.502  0.196
H 3.058 -3.566 5.072  0.218
H 2.817 -1.856 3.662  0.216
H 3.528 -1.061 6.405  0.221
H 4.372 -0.640 4.879  0.238
H 2.977 1.253 6.427  0.249
H 2.966 1.321 4.612  0.196
H 0.965 -0.125 6.477  0.209
H 0.548 1.174 5.273  0.221
H 0.354 -1.438 4.771  0.433


Record 2
This record from the Open Molecules 2025 dataset describes a structure of composition BH5LiNO5P. The level of theory is the ωB97M-V functional and the def2-TZVPD basis.

As for the charge: +1. The electronic energy is -807.72281 Ha. The multiplicity is 1.

Last column: natural (NBO) charge in e.
CARTESIAN COORDINATES (ANGSTROEM)
N -1.960 1.018 -0.259  -1.120
B -1.158 0.555 0.825  1.238
O -1.662 0.262 2.061  -0.918
O 0.276 0.505 0.706  -0.984
P 0.985 -0.550 -0.182  2.536
O 1.594 -1.680 0.509  -1.086
O 2.126 0.360 -0.906  -1.048
O 0.055 -0.984 -1.375  -0.985
H -2.093 0.388 -1.037  0.414
H -2.860 1.339 0.070  0.406
H -1.990 -0.632 2.164  0.520
H 2.887 -0.235 -0.954  0.494
H -0.127 -1.929 -1.302  0.537
Li 3.925 1.582 -0.320  0.994


Record 3
This record from the Open Molecules 2025 dataset describes a cluster of 2 separate species, C2H8BNO3 in total. The level of theory is the ωB97M-V functional and the def2-TZVPD basis.

The electronic energy is -386.34091 Ha. The multiplicity is 1.

Last column: natural (NBO) charge in e.
CARTESIAN COORDINATES (ANGSTROEM)
B 0.531 2.295 -0.420  1.208
C -1.096 -0.201 0.434  -0.470
C 0.723 -1.553 -0.580  -0.453
N 0.270 -0.349 0.164  -0.086
O 0.413 2.622 0.950  -0.933
O 0.489 3.249 -1.412  -0.871
O 0.653 1.088 -0.956  -0.669
H -1.498 0.210 -0.506  0.220
H -1.477 -1.023 0.865  0.219
H -1.159 0.623 1.141  0.196
H 0.170 -1.890 -1.467  0.194
H 1.768 -1.306 -0.854  0.237
H 0.717 -2.367 0.217  0.224
H 0.465 1.869 1.582  0.502
H 0.285 4.063 -0.830  0.482


Record 4
This record from the Open Molecules 2025 dataset describes a cluster of 2 separate species, C4H7O4S in total. The level of theory is the ωB97M-V functional and the def2-TZVPD basis.

As for the charge: -1. The electronic energy is -855.66113 Ha. The multiplicity is 1.

Last column: natural (NBO) charge in e.
CARTESIAN COORDINATES (ANGSTROEM)
C -0.135 -2.112 -0.615  -0.468
C -0.080 -0.953 -1.259  -0.357
C 0.780 1.648 1.090  -0.558
C -0.858 0.155 -0.928  0.146
O -3.327 1.069 -0.038  -0.886
O -3.102 -1.355 -0.077  -0.979
O -1.905 -0.171 1.603  -0.992
O -1.053 1.238 -1.463  -0.722
S -2.328 -0.179 0.217  2.194
H 0.334 -3.036 -0.993  0.179
H -0.808 -2.189 0.270  0.200
H 0.592 -0.901 -2.109  0.202
H 0.643 0.559 1.248  0.188
H -0.034 2.125 1.730  0.168
H 1.146 2.052 0.138  0.174
H -2.594 1.672 -0.417  0.509


What did the third record say?
This record from the Open Molecules 2025 dataset describes a cluster of 2 separate species, C2H8BNO3 in total. The level of theory is the ωB97M-V functional and the def2-TZVPD basis.

The electronic energy is -386.34091 Ha. The multiplicity is 1.

Last column: natural (NBO) charge in e.
CARTESIAN COORDINATES (ANGSTROEM)
B 0.531 2.295 -0.420  1.208
C -1.096 -0.201 0.434  -0.470
C 0.723 -1.553 -0.580  -0.453
N 0.270 -0.349 0.164  -0.086
O 0.413 2.622 0.950  -0.933
O 0.489 3.249 -1.412  -0.871
O 0.653 1.088 -0.956  -0.669
H -1.498 0.210 -0.506  0.220
H -1.477 -1.023 0.865  0.219
H -1.159 0.623 1.141  0.196
H 0.170 -1.890 -1.467  0.194
H 1.768 -1.306 -0.854  0.237
H 0.717 -2.367 0.217  0.224
H 0.465 1.869 1.582  0.502
H 0.285 4.063 -0.830  0.482


What is the formula in the second record? BH5LiNO5P


Which formula does entry 3 have? C2H8BNO3


multiplicity of number 1 (C13H19N4O)? 1